# 1
Density functional theory data (ωB97M-V/def2-TZVPD) for one molecule with the formula C6H11N3 in a non-equilibrium geometry.

Values from the calculation:
**SMILES**: C=C[C@H]1CNN(C)C=N1
**Spin multiplicity**: 1

CARTESIAN COORDINATES (ANGSTROEM)
C: 0.822 -2.421 -0.826
C: 0.037 -2.190 0.217
C: 0.026 -0.986 1.145
C: 1.164 0.035 0.848
N: 0.941 0.822 -0.381
N: -0.294 1.469 -0.347
C: -0.549 2.151 -1.624
C: -1.319 0.816 0.323
N: -1.219 -0.224 1.072
H: 0.850 -3.347 -1.429
H: 1.737 -1.724 -0.932
H: -0.737 -2.920 0.431
H: 0.094 -1.254 2.196
H: 1.322 0.634 1.697
H: 2.161 -0.433 0.730
H: 1.683 1.603 -0.264
H: -0.376 1.536 -2.560
H: -1.611 2.479 -1.448
H: 0.067 3.045 -1.660
H: -2.278 1.478 0.336

Atoms 1-2, force components in eV/Å:
C 2.544 0.967 0.476
C -0.785 -0.408 0.008

# 2
Density functional theory data (ωB97M-V/def2-TZVPD) for one molecule with the formula C6H11N3 in a non-equilibrium geometry.

Values from the calculation:
**SMILES**: CN1C=N[C@@H]2CC[C@H]2N1
**Spin multiplicity**: 1

CARTESIAN COORDINATES (ANGSTROEM)
C: -2.902 -0.426 0.275
N: -1.616 -0.114 -0.284
C: -1.121 1.189 -0.242
N: 0.051 1.684 -0.038
C: 1.067 0.716 0.299
C: 2.515 0.452 0.046
C: 2.196 -1.095 0.091
C: 0.768 -0.755 -0.332
N: -0.622 -1.176 0.111
H: -3.345 -1.278 -0.351
H: -2.952 -0.829 1.289
H: -3.537 0.480 0.307
H: -1.768 2.000 -0.384
H: 0.935 0.670 1.377
H: 2.846 0.720 -0.912
H: 3.169 0.872 0.741
H: 2.647 -1.820 -0.685
H: 2.286 -1.383 1.108
H: 0.692 -0.677 -1.369
H: -0.804 -1.999 -0.471

Atoms 1-2, force components in eV/Å:
C -1.524 -0.926 -0.807
N 2.455 -0.534 0.466

E_tot per entry: -10867.7344 -10866.8220 eV